No. 1
C13H19NO5S in the gas phase, computed with ωB97M-V/def2-TZVPD.

Structure (XYZ):
```
39
Properties=species:S:1:pos:R:3
H -0.0102 -3.5066 1.6349
H 0.1520 -0.5848 -2.3432
C 1.1097 -2.9832 -0.1344
N -1.6783 1.3839 0.2232
H 2.2308 -4.1553 2.0412
H -1.9688 1.2793 1.1801
H 2.1571 1.1724 -0.7383
H 4.1666 -0.6253 1.8362
C 3.2561 1.1906 1.1111
S -2.1304 0.1489 -0.7945
H -0.1929 1.8863 -1.0650
C 2.1796 -4.7137 1.1016
O -2.0269 0.6458 -2.1320
H 0.5652 0.3482 0.9352
C -0.8862 -1.1159 -0.5670
H 0.6978 1.8507 1.8551
C -0.9458 -1.9355 0.5410
H 2.2193 2.7492 0.0517
H 3.0876 -5.3022 0.9832
C 0.0497 -2.8719 0.7654
C 1.1454 -2.1559 -1.2636
C -0.4078 2.0179 -0.0002
C 0.1512 -1.2264 -1.4768
H 1.9658 -2.2703 -1.9538
C -0.4707 3.5127 0.2817
O -3.3874 -0.3248 -0.2998
C 0.7365 1.4219 0.8499
H 2.4065 -0.6757 1.8199
H 3.3039 -0.8156 0.3089
C 2.1067 1.6781 0.2282
O 0.2760 4.3247 -0.1920
O 2.1419 -3.8483 -0.0103
H -1.4226 4.7852 1.3277
H 4.1967 1.5104 0.6587
H 1.3145 -5.3831 1.1187
C 3.2822 -0.3248 1.2791
H -1.7810 -1.8399 1.2172
O -1.4084 3.8259 1.1754
H 3.1853 1.6645 2.0926
```

Output
* gap between HOMO and LUMO: 0.355 Ha
* calculated total energy: -36352.1213 eV
* strongest force on any atom: 0.97 eV Å⁻¹
* molar mass: 301.36 g/mol
* ΔE to the lowest compared entry with this formula, charge and spin: 0.0 kcal/mol
* E_HOMO: -9.12 eV
* structure (SMILES): CCCC[C@@H](NS(=O)(=O)c1ccc(OC)cc1)C(=O)O

***

No. 2
A 11-piece molecular cluster, C30H75N7O11 overall, computed with ωB97M-V/def2-TZVPD.

Structure (XYZ):
```
123
Properties=species:S:1:pos:R:3
H -2.6224 -0.5243 4.2535
H -0.5749 -4.1973 -0.2664
H -5.1751 -2.5177 2.9717
N -5.1872 -3.3818 2.4646
H 0.7029 -3.3800 0.6010
H -6.0166 -3.8982 2.2283
O -2.0294 0.9198 5.3021
H -3.6604 -1.4641 -0.6720
C -5.0137 2.4601 -2.0857
C -0.5546 -0.3353 -5.6130
C 3.5814 0.4521 2.8138
H -1.1856 0.4117 3.4467
H 1.0117 -4.6281 -2.2014
N -0.4033 0.7884 -4.8611
C -1.3146 0.4544 0.3471
H -6.9914 -0.8137 -1.4801
O -2.6264 0.7915 -0.1080
H -3.0498 1.1965 0.6705
C 2.9647 0.5927 1.4025
H -0.9341 -1.9865 -4.3227
N -2.7636 2.3893 -2.9155
H 1.9755 1.1742 -5.9573
H 5.1190 1.9950 3.1623
H 2.4195 0.5708 -3.6454
H -2.2780 0.4468 6.1040
H 0.6026 -0.3526 -0.3883
H -2.2994 -2.9314 1.5116
N 2.6025 1.9623 -5.9817
C 2.7985 -3.8191 -1.4515
H -4.8900 4.9823 0.6580
O -1.0345 -0.3159 -6.7343
H -0.2702 4.5715 -2.0358
N -3.7502 3.7211 3.1638
H -3.6300 4.1318 -0.0431
H 3.6276 -0.6494 2.9023
H 4.5708 -4.8068 -3.2597
C 4.9993 0.9150 3.0476
H 2.9724 0.5536 3.7195
C -0.1057 -1.6134 -4.9282
C -3.7823 3.2123 -2.6052
H -1.3890 5.3360 -0.8423
H 2.0399 -5.5378 0.5128
C 2.5160 1.6561 -3.5744
H 0.2701 5.9408 -1.1978
H -0.9024 -0.9911 -1.0908
C 7.7599 1.5001 4.0442
H 2.2989 -0.2357 1.1715
H 5.0995 -3.3240 -4.0304
C -0.4086 -0.0943 -0.7073
H 0.3933 3.7411 1.9650
H -4.7795 1.4845 -1.6676
H -0.8883 1.3093 0.8810
H 5.7244 0.6356 2.2813
H 7.1410 0.4751 5.8545
C -3.9080 4.5812 0.9138
O -4.0679 -5.0544 1.4873
H 2.9126 2.3583 -6.8500
H 3.1104 -3.2378 -0.5768
H 0.5838 -5.7983 1.4874
H 5.4638 -3.4085 -2.4552
H 6.0969 -0.7137 3.9042
H 2.3645 1.5019 1.3281
C -1.6309 -0.0695 4.3145
H -2.9516 -1.5098 -2.2361
H 0.2524 1.6496 -1.3685
H 0.8461 -2.9890 -1.8070
H -0.9187 -1.4431 6.6265
C 0.2266 4.0768 -0.0767
H 0.6577 -6.3333 -0.2129
H -3.2094 5.3122 1.2986
H -1.9887 2.5851 -3.5203
O -4.3982 2.2738 1.5736
H 3.2695 1.7829 -2.7956
C 3.3251 -3.0918 -2.7091
C 4.6496 -3.7328 -3.1140
C 5.6195 0.1943 4.2930
C -5.1167 -1.1638 -2.1021
H -1.4636 -0.3950 1.0382
C 0.9482 -5.5528 0.4922
C 0.5020 -4.2054 -0.0897
H -5.8522 2.4813 -2.7700
H -3.9659 -2.9198 -1.6993
C -4.0334 -4.0389 2.1659
H -0.5581 5.0830 1.4792
H -0.3726 -1.7735 3.9137
H -6.1693 -1.9760 -0.4851
O -3.8908 4.3887 -2.9248
O 3.8042 3.3333 -4.6625
H 0.3699 -0.7455 5.0738
C -2.7036 -3.3585 2.4266
H 7.9622 0.8706 3.1788
H -3.7575 4.6888 3.4246
H 0.2376 -2.3811 -5.6115
C -0.6084 -1.1233 4.7596
H -0.3163 0.6750 -3.8593
H 2.6283 -3.2681 -3.5333
C 1.2625 -3.9213 -1.4006
H -0.8605 1.5734 -5.3025
H -3.8010 2.9548 3.8166
H -2.0182 -4.1544 2.7204
O -5.2870 -0.5447 -3.1510
H -2.7418 -2.6583 3.2614
H 7.4886 2.4484 3.5539
N -6.1651 -1.3420 -1.2638
O -1.1789 -1.8991 5.8193
C -4.0318 3.4032 1.8707
H 6.2904 1.8944 5.5136
H 3.1595 -4.8424 -1.3578
N -0.0794 4.2344 1.2289
H 0.6802 -1.3167 -4.2274
O -0.3054 0.9267 -1.7040
C 6.6800 0.9995 5.0142
H -5.3115 2.9837 -1.1665
H 3.8450 0.6456 0.7653
C 3.0143 2.4053 -4.7981
H 3.4885 -2.0245 -2.5742
O 0.9883 3.1875 -0.4399
H 1.5997 2.0828 -3.1733
H -2.6911 1.5655 -2.3361
C -3.8282 -1.8402 -1.6867
C -0.3651 5.0631 -1.0680
H 8.6366 1.8998 4.5616
H 4.9017 -0.2506 4.9905
```

Output
* gap between HOMO and LUMO: 0.337 Ha
* calculated total energy: -65281.4909 eV
* strongest force on any atom: 2.71 eV Å⁻¹
* molar mass: 709.97 g/mol
* E_HOMO: -9.26 eV
* structure (SMILES): CC(N)=O.CC(N)=O.CC(N)=O.CC(N)=O.CC(N)=O.CC(N)=O.CC(N)=O.CCCCCC.CCCCCC.OCCO.OCCO

***

No. 3
A 2-piece molecular cluster, C9H14S overall, computed with ωB97M-V/def2-TZVPD.

Structure (XYZ):
```
24
Properties=species:S:1:pos:R:3
H 0.5088 -1.0995 2.4989
H -3.3595 -1.1745 -2.0444
S -1.8868 -0.0965 -0.4706
H 2.2367 -1.0612 2.6283
H 0.5546 1.4764 2.3090
C 2.1284 -0.0474 -0.2327
H 2.8258 0.9520 -1.9772
C 1.5111 2.1856 -0.8275
H -2.5130 -1.9351 0.9377
H -2.7251 0.3515 -2.6673
C -3.1353 -0.1420 -1.7786
H -4.0298 0.4448 -1.5100
C 2.2090 1.0186 -1.0997
H 1.6183 -2.0521 1.3403
H 0.3076 3.2084 0.6207
C 1.4174 -1.1363 1.9059
H -0.8908 -2.1763 0.3157
C 0.9049 2.3154 0.4000
C 1.4671 0.0410 0.9754
H -2.2575 -2.5334 -0.6820
H 1.5284 3.0434 -1.4875
C -1.8839 -1.8228 0.0469
C 0.8836 1.2529 1.2860
H 2.5800 -1.0130 -0.4874
```

Output
* gap between HOMO and LUMO (alpha / beta): 0.078 / 0.302 Ha
* total charge: -1
* calculated total energy: -20393.6060 eV
* <S²>: 0.7504
* strongest force on any atom: 1.29 eV Å⁻¹
* molar mass: 154.28 g/mol
* spin multiplicity: 2
* ΔE to the lowest compared entry with this formula, charge and spin: 11.5 kcal/mol
* E_HOMO (alpha / beta): 1.31 / -4.80 eV

***

No. 4
C17H40F3Na3O11S as an isolated structure, computed with ωB97M-V/def2-TZVPD.

Structure (XYZ):
```
75
Properties=species:S:1:pos:R:3
O 1.8509 -1.9899 -0.7889
O -1.4160 2.7549 -3.4117
O 2.4973 -5.0139 2.3419
H 5.7408 4.4606 -0.4438
H 2.3792 0.5667 2.3971
C 2.9862 -3.9334 1.6343
H 5.8473 -2.5536 3.0410
C -1.9760 2.0671 -2.2491
H 3.6777 -6.5799 1.9510
C -0.0855 -0.2549 0.4272
H 2.4443 -3.8656 0.6910
H 4.0000 -4.1290 1.2850
H -3.7789 -0.9753 -3.5266
C 4.9550 2.4099 3.1247
F 0.2212 -0.6606 1.6934
C 2.9689 1.2100 3.0502
H 2.3030 2.0210 3.3450
Na 3.6251 -3.2532 -2.0444
H -10.0252 -0.4404 -3.1355
H 2.2221 -2.0992 2.5695
O -8.9630 0.8380 -1.7390
H 5.2849 1.7102 3.8926
H -4.1790 2.3927 -2.3807
C -3.1871 -0.1537 -3.9302
H 2.5045 -6.2531 0.5693
O 5.4892 3.5034 1.2904
H -5.3301 -1.0480 1.7383
H 4.5700 3.3553 3.5069
C -0.0818 3.2796 -3.1777
H 5.1656 -4.1673 3.1604
H 7.1649 4.5091 0.7588
C -5.0542 -0.2728 1.0235
C -7.1821 0.0214 -0.2110
H -0.0413 4.3680 -3.2193
H 3.7148 -1.9174 1.6881
H -5.2632 0.6502 1.5644
H -1.9657 2.7400 -1.3916
Na 4.3045 1.7635 -0.1807
O -5.7878 -0.2416 -0.2500
H -1.3024 1.2367 -2.0373
C -7.8744 -0.1169 -1.5780
H -7.0993 0.0439 -2.3273
H -3.9892 -0.3756 0.8155
C 2.6929 -6.2291 1.6427
H -9.2139 1.0299 -3.7613
H -3.5521 0.9231 -1.6416
H 0.3696 2.9839 -2.2306
C -3.4145 1.6206 -2.4678
H 1.9506 -6.8981 2.0780
H 6.7333 3.1105 -0.2617
H 5.5130 -3.2080 4.6823
C 3.1915 -2.5648 2.3918
H 0.5774 3.0392 -4.0118
H -7.2811 1.0609 0.1017
H -7.6428 -0.5361 0.6045
H -8.2426 -1.1421 -1.6169
H 6.5614 1.9126 1.7764
C 5.1947 -3.1889 3.6399
O 3.8505 -2.5779 3.6248
H 3.3270 0.6069 3.8846
Na 1.3299 0.3743 -4.4178
H 6.8378 3.3553 2.8408
F -0.3168 1.0442 0.4915
O 0.7099 -0.2522 -2.1781
H -10.6610 1.1422 -2.9240
C 6.1110 2.7685 2.2790
O -3.7046 1.1056 -3.6938
O 2.4049 0.4018 -0.5869
S 1.3575 -0.5637 -0.8715
H -3.2924 -0.1406 -5.0151
H -2.1405 -0.2328 -3.6362
F -1.2269 -0.8276 0.0348
O 4.0243 1.7397 2.3050
C 6.3424 3.9524 0.3098
C -9.7256 0.5828 -2.9090
```

Output
* gap between HOMO and LUMO (alpha / beta): 0.121 / 0.293 Ha
* total charge: +1
* calculated total energy: -73026.5267 eV
* <S²>: 0.7504
* strongest force on any atom: 3.11 eV Å⁻¹
* molar mass: 578.53 g/mol
* spin multiplicity: 2
* E_HOMO (alpha / beta): -6.64 / -11.07 eV